# C3H6O5

One molecule with the formula C3H6O5 in a non-equilibrium geometry (ωB97M-V with the def2-TZVPD basis set, the Open Molecules 2025 dataset).

The HOMO energy comes out at -10.2 eV. For the energy above the lowest of the compared OMol25 structures with the same formula, charge and spin, the calculation gives 197.3 kJ/mol. The strongest force on any atom is 3.72 eV Å⁻¹. The structure (SMILES) is O[C@@H]1[C@@H](O)OC1(O)O. The net charge is 0. The calculation puts the total energy at -13444.4783 eV. As for the HOMO-LUMO gap: 10.782 eV. Its LUMO energy is 0.591 eV.

The geometry in XYZ format:
```
14
C3H6O5 | the Open Molecules 2025 dataset | ωB97M-V with the def2-TZVPD basis set
C -0.46841 -0.84153 0.00066
C 0.88468 0.63558 0.63835
C -0.13697 0.53687 -0.61500
O 0.57013 -0.69989 0.99636
O -0.28440 -1.92189 -0.80765
O -1.71489 -0.86280 0.56697
O 0.56576 1.56365 1.59652
O 0.48902 0.41234 -1.84509
H -1.93218 -1.77646 0.79630
H 0.32354 -1.67475 -1.52154
H -0.27393 1.31427 2.00509
H 1.94660 0.75261 0.40079
H 0.98350 1.29634 -1.64172
H -0.95246 1.26566 -0.57005
```

Atomic partial charges in e from the Löwdin method, atoms 1 to 2: -0.61, -0.33

# C3H6O5S4

One molecule with the formula C3H6O5S4 in a non-equilibrium geometry (ωB97M-V with the def2-TZVPD basis set, the Open Molecules 2025 dataset).

The HOMO energy comes out at -10.0 eV. For the energy above the lowest of the compared OMol25 structures with the same formula, charge and spin, the calculation gives 0.0 kJ/mol. The strongest force on any atom is 3.71 eV Å⁻¹. The net charge is 0. The calculation puts the total energy at -56783.4322 eV. As for the HOMO-LUMO gap: 8.635 eV. Its LUMO energy is -1.378 eV.

The geometry in XYZ format:
```
18
C3H6O5S4 | the Open Molecules 2025 dataset | ωB97M-V with the def2-TZVPD basis set
C 2.13764 0.14606 -0.72733
C -1.17250 0.02842 -0.23638
C -0.29322 -1.14084 -0.20310
O 4.78195 -2.05870 -0.54908
O 5.50302 2.10073 -0.22825
O 3.31294 1.66394 0.84070
O 2.91478 -1.23610 0.79400
O 5.16156 0.04295 0.91014
S 3.58820 0.42571 -1.59765
S 1.03957 -0.91360 -1.41942
S 4.35026 -1.72024 0.76540
S 4.52236 1.20096 0.26886
H 1.82000 0.80383 0.04577
H -1.98106 -0.04066 0.51228
H -0.48214 0.78455 -0.11285
H -1.78192 0.07905 -1.14307
H -0.77301 -2.08434 -0.50725
H -0.10611 -1.14542 0.88226
```

Atomic partial charges in e from the Löwdin method, atoms 1 to 2: -0.83, -0.19